# 1
Computed, not measured: a molecular structure, C42H38Cl2NO6RuSSb2 in a non-equilibrium geometry, with ωB97M-V/def2-TZVPD.

CARTESIAN COORDINATES (ANGSTROEM)
Ru 0.431 1.278 -0.053
C 1.144 -1.716 -2.060
C 2.222 -2.098 -1.022
C 2.352 -1.074 0.121
Sb 2.112 -1.577 2.254
C 3.911 -2.843 2.161
C 4.731 -3.042 1.050
C 5.816 -3.913 1.094
C 6.119 -4.594 2.264
C 5.356 -4.365 3.402
C 4.277 -3.494 3.347
C 0.785 -3.325 2.330
C 1.264 -4.593 2.670
C 0.409 -5.685 2.769
C -0.948 -5.536 2.527
C -1.445 -4.277 2.225
C -0.595 -3.180 2.162
Sb -0.887 -1.696 -1.298
C -0.748 -4.207 -1.559
C -1.332 -4.845 -2.644
C -1.037 -6.182 -2.896
C -0.164 -6.876 -2.068
C 0.393 -6.238 -0.968
C 0.092 -4.903 -0.708
C -1.900 -1.832 -3.198
C -1.267 -1.911 -4.437
C -1.985 -2.205 -5.589
C -3.354 -2.421 -5.525
C -4.007 -2.324 -4.303
C -3.281 -2.033 -3.153
H 1.165 -2.437 -2.879
H 1.355 -0.713 -2.439
H 3.174 -2.164 -1.556
H 2.018 -3.094 -0.627
H 1.608 -0.281 -0.065
H 3.313 -0.557 0.112
H 4.534 -2.510 0.128
H 6.430 -4.052 0.212
H 6.951 -5.287 2.293
H 5.608 -4.861 4.332
H 3.702 -3.311 4.251
H 2.320 -4.749 2.844
H 0.810 -6.656 3.037
H -1.610 -6.391 2.574
H -2.505 -4.141 2.045
H -1.014 -2.202 1.983
H -2.011 -4.320 -3.304
H -1.494 -6.681 -3.743
H 0.079 -7.911 -2.278
H 1.064 -6.769 -0.303
H 0.513 -4.433 0.168
H -0.196 -1.754 -4.508
H -1.470 -2.280 -6.540
H -3.911 -2.665 -6.422
H -5.076 -2.490 -4.242
H -3.796 -1.980 -2.198
C -0.955 0.556 -1.361
H -1.943 0.872 -1.016
H -0.774 0.844 -2.398
O -1.026 1.905 1.927
S -0.118 0.822 2.379
O 1.278 1.289 2.101
O -0.318 -0.288 1.330
O -0.326 0.330 3.710
Cl 3.340 7.910 0.241
C 2.421 6.538 0.826
C 2.535 6.196 2.158
C 1.795 5.135 2.651
C 0.944 4.446 1.807
C 0.864 4.793 0.473
Cl -0.236 3.860 -0.527
C 1.601 5.845 -0.078
N 1.496 6.303 -1.382
C 1.334 5.593 -2.601
C 0.467 6.162 -3.533
C 0.296 5.608 -4.787
C 0.997 4.459 -5.128
C 1.868 3.903 -4.208
C 2.070 4.457 -2.945
C 3.070 3.784 -2.030
C 2.418 2.612 -1.296
O 1.639 1.840 -1.937
O 2.632 2.471 -0.081
H 3.206 6.755 2.796
H 1.879 4.838 3.688
H 0.336 3.631 2.171
H 1.790 7.258 -1.499
H -0.080 7.054 -3.251
H -0.378 6.073 -5.496
H 0.879 4.011 -6.107
H 2.428 3.014 -4.472
H 3.490 4.457 -1.287
H 3.874 3.369 -2.639

Results
* 2S+1: 5
* largest force on an atom: 1.235 eV/Å
* total charge: -1
* ΔE to the lowest compared entry with this formula, charge and spin: 84.6 kcal/mol
* Kohn-Sham gap (alpha / beta): 6.98 / 6.72 eV
* DFT total energy: -109480.62466 eV


# 2
Computed, not measured: a molecular structure, C42H38ClN2O7Y, with ωB97M-V/def2-TZVPD.

CARTESIAN COORDINATES (ANGSTROEM)
Y -0.022 0.009 0.086
O 3.467 -1.792 5.071
C 2.850 -1.490 4.080
C 3.077 -0.254 3.215
O 3.929 0.594 3.391
C 2.032 -0.306 2.192
C 1.248 -1.465 2.320
O 0.274 -1.716 1.516
C 1.690 -2.269 3.462
O 1.223 -3.306 3.891
O 1.814 0.562 1.264
Cl -4.618 2.422 -5.742
C -3.814 1.771 -4.320
C -4.573 1.459 -3.178
C -3.977 0.939 -2.062
C -2.569 0.693 -2.008
O -2.039 0.154 -0.989
C -1.823 1.061 -3.166
C -0.375 0.967 -3.225
O 0.387 0.760 -2.294
C -2.464 1.569 -4.308
H -5.642 1.634 -3.193
H -4.551 0.689 -1.179
H 0.062 1.130 -4.227
H -1.868 1.812 -5.182
C -2.490 3.192 5.745
C -2.190 2.161 4.684
C -2.325 0.810 4.970
C -2.086 -0.126 3.957
C -2.226 -1.606 4.210
C -1.713 0.316 2.709
C -1.441 1.679 2.390
C -1.767 2.592 3.429
N -0.894 1.934 1.171
C -0.651 3.299 0.741
C -0.032 3.200 -0.659
C 0.275 4.566 -1.278
C -1.021 5.375 -1.379
C -1.632 5.525 0.019
C -0.635 6.244 0.937
C 0.675 5.449 1.018
C 1.270 5.311 -0.386
C 0.394 4.055 1.596
C -1.938 4.133 0.584
H -2.761 2.717 6.690
H -3.319 3.840 5.445
H -1.626 3.837 5.926
H -2.630 0.482 5.959
H -2.840 -1.796 5.094
H -1.252 -2.079 4.362
H -2.682 -2.112 3.357
H -1.611 -0.445 1.947
H -1.669 3.656 3.280
H -0.723 2.655 -1.304
H 0.907 2.633 -0.589
H 0.703 4.421 -2.275
H -1.731 4.863 -2.038
H -0.817 6.361 -1.817
H -2.557 6.107 -0.046
H -1.065 6.351 1.940
H -0.436 7.255 0.558
H 1.383 5.974 1.665
H 2.214 4.759 -0.337
H 1.489 6.300 -0.811
H 0.081 4.150 2.633
H 1.306 3.448 1.607
H -2.607 3.585 -0.089
H -2.460 4.224 1.538
C -2.157 -4.103 -3.300
C -0.916 -3.866 -3.884
C 0.054 -3.118 -3.234
C -0.176 -2.560 -1.957
C -1.428 -2.836 -1.374
C -2.394 -3.575 -2.035
N 0.718 -1.729 -1.319
C 2.074 -1.968 -1.466
C 2.621 -3.262 -1.602
C 3.987 -3.476 -1.651
C 4.885 -2.415 -1.557
C 4.368 -1.135 -1.412
C 2.999 -0.912 -1.382
H -2.913 -4.684 -3.813
H -0.699 -4.260 -4.872
H 1.004 -2.931 -3.718
H -1.632 -2.496 -0.366
H -3.343 -3.754 -1.541
H 1.947 -4.109 -1.634
H 4.356 -4.493 -1.735
H 5.955 -2.587 -1.575
H 5.036 -0.287 -1.313
H 2.650 0.108 -1.288

Results
* largest force on an atom: 0.708 eV/Å
* total charge: -2
* Kohn-Sham gap: 5.67 eV
* DFT total energy: -75056.95280 eV


# 3
Computed, not measured: a molecular structure, C42H38CsN3O8S, with ωB97M-V/def2-TZVPD.

CARTESIAN COORDINATES (ANGSTROEM)
Cs -0.944 1.563 -1.656
C 3.262 -2.551 2.189
C 2.708 -1.749 1.028
C 3.293 -2.186 -0.311
O 1.298 -1.870 1.015
C 0.742 -0.608 0.576
C 1.923 0.386 0.659
O 2.967 -0.391 1.270
C 2.350 1.083 -0.742
O 1.610 0.657 -1.789
C 3.870 0.835 -0.963
C 4.272 0.326 -2.187
C 5.619 0.115 -2.471
C 6.586 0.423 -1.526
C 6.193 0.957 -0.300
C 4.850 1.164 -0.029
C 2.193 2.637 -0.616
C 3.027 3.492 -1.341
C 2.831 4.865 -1.351
C 1.782 5.431 -0.638
C 0.934 4.597 0.073
C 1.139 3.220 0.088
C -0.486 -0.171 1.440
O -0.947 1.016 0.973
C -0.033 -0.096 2.921
C 0.218 -1.220 3.706
C 0.625 -1.091 5.026
C 0.787 0.170 5.589
C 0.523 1.295 4.820
C 0.110 1.158 3.500
C -1.639 -1.194 1.363
C -1.613 -2.373 0.633
C -2.744 -3.182 0.532
C -3.919 -2.828 1.173
C -3.954 -1.650 1.917
C -2.832 -0.845 2.002
H 3.007 -3.606 2.070
H 2.832 -2.177 3.117
H 4.347 -2.448 2.222
H 3.136 -3.256 -0.463
H 4.364 -1.977 -0.337
H 2.817 -1.627 -1.119
H 0.433 -0.711 -0.469
H 1.703 1.161 1.390
H 3.484 0.101 -2.897
H 5.912 -0.288 -3.434
H 7.636 0.260 -1.740
H 6.940 1.210 0.444
H 4.555 1.583 0.926
H 3.844 3.077 -1.918
H 3.499 5.496 -1.927
H 1.617 6.502 -0.654
H 0.090 5.011 0.612
H 0.432 2.590 0.623
H 0.088 -2.205 3.274
H 0.816 -1.978 5.621
H 1.106 0.272 6.620
H 0.635 2.284 5.251
H -0.130 2.016 2.883
H -0.702 -2.671 0.141
H -2.698 -4.094 -0.057
H -4.801 -3.453 1.093
H -4.868 -1.355 2.421
H -2.863 0.093 2.543
C -5.567 -0.044 -1.069
C -5.292 1.362 -1.475
N -4.250 1.765 -2.155
C -4.387 3.131 -2.289
C -5.556 3.546 -1.694
N -6.108 2.409 -1.182
C -6.302 4.848 -1.534
O -5.783 5.861 -2.080
O -7.376 4.775 -0.918
C -3.316 3.930 -2.942
O -3.492 5.234 -2.989
O -2.318 3.398 -3.387
H -4.642 -0.616 -1.125
H -6.306 -0.509 -1.726
H -5.935 -0.095 -0.044
H -6.980 2.435 -0.677
H -4.379 5.526 -2.537
S -0.918 -2.868 -4.175
C -0.629 -3.936 -2.940
N -1.355 -5.099 -2.845
C -1.229 -6.027 -1.860
C -0.333 -5.848 -0.864
C 0.453 -4.662 -0.887
C 0.322 -3.751 -1.884
H -2.045 -5.214 -3.572
H -1.889 -6.881 -1.925
H -0.246 -6.573 -0.070
H 1.137 -4.460 -0.074
H 0.888 -2.829 -1.889

Results
* largest force on an atom: 0.981 eV/Å
* total charge: -2
* ΔE to the lowest compared entry with this formula, charge and spin: 0.0 kcal/mol
* Kohn-Sham gap: 6.07 eV
* DFT total energy: -76408.71031 eV


# 4
Computed, not measured: a molecular structure, C42H38N5P2S2ScSe2, with ωB97M-V/def2-TZVPD.

CARTESIAN COORDINATES (ANGSTROEM)
Sc -0.740 0.963 1.974
C -1.865 2.946 -0.173
N -2.101 2.815 1.283
C -3.508 2.432 1.555
C -3.785 0.991 1.181
N -2.930 0.044 1.924
C -3.190 -1.319 1.390
C -3.158 -0.002 3.368
C -4.361 0.390 3.940
C -4.550 0.296 5.309
C -3.535 -0.211 6.107
C -2.341 -0.612 5.536
C -2.125 -0.514 4.163
S -0.558 -0.998 3.483
C -1.810 4.069 1.983
C -2.263 5.278 1.467
C -2.029 6.464 2.142
C -1.343 6.431 3.349
C -0.911 5.227 3.871
C -1.140 4.018 3.205
S -0.633 2.500 3.935
H -2.537 3.680 -0.624
H -0.833 3.254 -0.335
H -2.029 1.990 -0.663
H -3.681 2.604 2.619
H -4.184 3.090 0.991
H -4.848 0.770 1.330
H -3.574 0.813 0.125
H -4.248 -1.555 1.539
H -2.942 -1.343 0.332
H -2.573 -2.033 1.930
H -5.159 0.783 3.326
H -5.485 0.619 5.746
H -3.670 -0.285 7.177
H -1.538 -0.990 6.154
H -2.801 5.304 0.530
H -2.376 7.400 1.728
H -1.148 7.348 3.888
H -0.382 5.197 4.814
Se 3.177 -1.100 -3.912
P 1.293 -1.709 -3.218
C 1.274 -3.393 -2.528
C 2.379 -4.218 -2.689
C 2.382 -5.493 -2.139
C 1.282 -5.943 -1.427
C 0.170 -5.124 -1.272
C 0.162 -3.853 -1.820
C 0.040 -1.680 -4.518
C -0.353 -0.444 -5.026
C -1.251 -0.381 -6.074
C -1.758 -1.553 -6.626
C -1.366 -2.782 -6.125
C -0.467 -2.848 -5.067
C 0.511 -0.735 -1.901
C 0.897 -0.064 -0.740
N -0.252 0.223 -0.082
N -1.271 -0.207 -0.810
N -0.845 -0.783 -1.895
P 2.405 0.471 0.090
Se 1.856 1.952 1.543
C 3.549 1.167 -1.100
C 4.897 0.835 -1.065
C 5.775 1.445 -1.949
C 5.306 2.385 -2.853
C 3.961 2.733 -2.870
C 3.082 2.129 -1.992
C 3.162 -0.980 0.844
C 3.361 -1.038 2.219
C 3.922 -2.175 2.784
C 4.272 -3.250 1.983
C 4.070 -3.194 0.610
C 3.518 -2.061 0.039
H 3.232 -3.851 -3.247
H 3.245 -6.132 -2.266
H 1.286 -6.934 -0.992
H -0.690 -5.475 -0.717
H -0.703 -3.214 -1.697
H 0.050 0.467 -4.600
H -1.558 0.580 -6.465
H -2.458 -1.503 -7.449
H -1.758 -3.695 -6.553
H -0.167 -3.812 -4.676
H 5.259 0.092 -0.368
H 6.824 1.180 -1.933
H 5.992 2.854 -3.546
H 3.600 3.466 -3.578
H 2.032 2.398 -2.000
H 3.060 -0.207 2.844
H 4.073 -2.220 3.854
H 4.700 -4.138 2.429
H 4.335 -4.033 -0.019
H 3.394 -2.010 -1.037

Results
* largest force on an atom: 0.538 eV/Å
* Kohn-Sham gap: 7.79 eV
* DFT total energy: -243268.52530 eV


# 5
Computed, not measured: a molecular structure, C42H38N7P2S2W in a non-equilibrium geometry, with ωB97M-V/def2-TZVPD.

CARTESIAN COORDINATES (ANGSTROEM)
W -0.706 -0.711 0.714
C -5.038 0.514 3.817
S -3.507 1.461 4.011
C -2.351 0.632 3.018
S -2.800 -0.424 1.644
N -1.100 0.828 3.260
N -0.276 0.380 2.286
C 0.953 -0.356 2.635
C 1.951 -0.001 1.511
C 3.239 0.263 1.754
C 4.284 0.675 0.762
C 4.098 0.854 -1.473
C 2.599 0.847 -1.595
N 1.238 -0.084 0.322
H -5.332 0.140 4.795
H -4.903 -0.325 3.140
H -5.810 1.171 3.427
H 0.491 -0.398 4.693
H 3.574 0.211 2.780
H 5.209 0.870 1.298
H 4.655 1.220 -2.326
H 2.298 1.108 -2.610
N 0.157 -3.921 1.894
C -0.820 -3.929 0.915
C -1.303 -5.191 0.544
C -2.255 -5.305 -0.436
C -2.738 -4.147 -1.051
C -2.236 -2.947 -0.642
N -1.283 -2.811 0.324
C 0.824 -2.888 2.517
C 1.865 -3.274 3.409
C 2.617 -2.453 4.246
C 2.466 -1.121 4.533
C 1.380 -0.211 4.077
N 0.435 -1.689 2.222
H 0.398 -4.842 2.228
H -0.919 -6.072 1.040
H -2.628 -6.280 -0.720
H -3.497 -4.183 -1.817
H -2.605 -2.020 -1.061
H 2.107 -4.330 3.411
H 3.418 -2.956 4.776
H 3.165 -0.703 5.248
H 1.637 0.832 4.263
N -0.546 1.034 -2.003
P 0.087 -0.505 -1.805
C 0.109 -1.204 -3.449
C 1.274 -1.657 -4.070
C 1.210 -2.169 -5.357
C -0.008 -2.239 -6.019
C -1.172 -1.799 -5.399
C -1.118 -1.286 -4.116
C 1.784 -0.323 -1.033
C 2.849 2.087 -0.821
C 3.969 1.950 -0.012
C 4.611 -0.203 -0.501
C 3.904 -1.514 -0.712
C 2.612 -1.585 -1.012
P -1.162 1.567 -0.507
C -0.180 3.042 -0.136
C 0.576 3.205 1.022
C 1.341 4.354 1.192
C 1.360 5.334 0.210
C 0.596 5.181 -0.944
C -0.180 4.045 -1.112
C -2.842 2.133 -0.753
C -3.622 1.653 -1.803
C -4.945 2.053 -1.908
C -5.488 2.913 -0.962
C -4.711 3.383 0.090
C -3.385 2.997 0.198
H -0.399 1.613 -2.822
H 2.231 -1.614 -3.564
H 2.113 -2.511 -5.845
H -0.053 -2.638 -7.024
H -2.119 -1.856 -5.918
H -2.027 -0.937 -3.637
H 2.532 3.064 -1.180
H 4.539 2.837 0.245
H 5.688 -0.326 -0.576
H 4.498 -2.416 -0.638
H 2.122 -2.540 -1.165
H 0.550 2.453 1.797
H 1.907 4.490 2.105
H 1.949 6.230 0.350
H 0.586 5.958 -1.697
H -0.807 3.957 -1.994
H -3.196 0.988 -2.544
H -5.552 1.701 -2.732
H -6.519 3.228 -1.051
H -5.135 4.060 0.818
H -2.778 3.375 1.014

Results
* 2S+1: 3
* largest force on an atom: 1.062 eV/Å
* total charge: +3
* ΔE to the lowest compared entry with this formula, charge and spin: 157.2 kcal/mol
* Kohn-Sham gap (alpha / beta): 5.86 / 5.53 eV
* DFT total energy: -96648.51087 eV